Entry a
Here is 3 unconnected molecules or ions with the total composition C3H14NO2 from the Open Molecules 2025 dataset. Energies are from wB97M-V/def2-TZVPD.

CARTESIAN COORDINATES (ANGSTROEM)
1 C -2.99073 -0.48476 -0.75378
2 C -1.55394 0.13578 -0.77880
3 C -1.41552 1.57406 -0.32592
4 N -0.78648 -0.66443 0.24421
5 H -2.84168 -1.54651 -0.47304
6 H -3.45030 -0.10097 0.15254
7 H -3.46496 -0.37313 -1.73391
8 H -1.23185 -0.15669 -1.76755
9 H -1.95757 1.77074 0.58651
10 H -1.65865 2.27032 -1.11453
11 H -0.35880 1.80929 -0.14698
12 H -1.30306 -0.53012 1.13090
13 H -0.77833 -1.68549 0.14880
14 H 0.22101 -0.39679 0.47534
15 H 4.71510 -0.25975 0.41877
16 H 4.14684 0.51306 -0.80483
17 O 4.00374 0.31566 0.12277
18 H 1.69438 -0.52638 2.04144
19 H 2.45603 -0.21174 0.74779
20 O 1.67783 -0.72848 1.09475

Results
HOMO level = -15.565 eV
gap between HOMO and LUMO = 12.597 eV
charge = +1

Results of the natural (NBO) charge analysis, in e, for atoms 1 through 4: C -0.611; C -0.042; C -0.641; N -0.709

Entry b
Here is 3 unconnected molecules or ions with the total composition C3H14NO2 from the Open Molecules 2025 dataset. Energies are from wB97M-V/def2-TZVPD.

CARTESIAN COORDINATES (ANGSTROEM)
1 C 2.24021 -1.17394 -1.23652
2 C 1.01203 -0.93494 -0.25815
3 C 1.07911 -1.37293 1.20286
4 N 0.44404 0.74738 -0.04461
5 H 3.14341 -1.44010 -0.58611
6 H 1.98945 -2.03783 -1.79035
7 H 2.65398 -0.40971 -1.74216
8 H 0.10414 -1.18610 -0.69275
9 H 1.10140 -0.44582 1.91846
10 H 2.00996 -2.00706 1.46906
11 H 0.18192 -1.91653 1.48927
12 H 1.11433 1.55402 0.22026
13 H 0.08082 1.04726 -0.99422
14 H -0.42702 0.80517 0.61749
15 H -3.48232 0.10295 -1.26814
16 H -4.26582 1.29247 -1.06354
17 O -3.45367 0.92344 -0.68189
18 H -1.81598 2.29869 1.89036
19 H -2.31021 2.10750 0.47582
20 O -1.39977 2.04609 1.07486

Results
HOMO level = -15.645 eV
gap between HOMO and LUMO = 12.582 eV
charge = +1

Results of the natural (NBO) charge analysis, in e, for atoms 1 through 4: C -0.641; C 0.094; C -0.675; N -0.810

Entry c
Here is 3 unconnected molecules or ions with the total composition C3H14NO2 from the Open Molecules 2025 dataset. Energies are from wB97M-V/def2-TZVPD.

CARTESIAN COORDINATES (ANGSTROEM)
1 C -1.21365 -1.26558 1.92081
2 C -1.17060 0.01277 1.10453
3 N -0.16151 -0.37980 -0.07545
4 C 1.06246 -0.86221 0.49305
5 H -2.26862 -1.35529 2.23594
6 H -1.09041 -2.12964 1.29726
7 H -0.65707 -1.31259 2.78063
8 H -2.14220 0.11326 0.65311
9 H -0.74697 0.92619 1.44973
10 H -0.05827 0.50729 -0.55884
11 H -0.68317 -1.02763 -0.63973
12 H 1.61508 -0.04719 1.19710
13 H 2.04383 -1.17811 -0.08095
14 H 1.04587 -1.79635 1.28223
15 H 0.50365 -0.75402 -2.76461
16 H 0.82050 0.75230 -2.61298
17 O 0.57515 -0.00663 -2.16496
18 H 0.42838 2.56004 -1.59393
19 H 1.36422 2.47602 -0.52819
20 O 0.53566 2.20843 -0.67242

Results
HOMO level = -15.884 eV
gap between HOMO and LUMO = 12.751 eV
charge = +1

Results of the natural (NBO) charge analysis, in e, for atoms 1 through 4: C -0.644; C -0.189; N -0.548; C -0.517

Least stable structure: entry c

Entry a
Here is a molecular structure, H2N2O4S from the Open Molecules 2025 dataset. Energies are from wB97M-V/def2-TZVPD.

CARTESIAN COORDINATES (ANGSTROEM)
1 N 1.23665 -0.33913 -1.55476
2 N -1.39021 -0.55117 1.03756
3 O -2.16945 0.30052 0.92075
4 O 0.67425 0.35720 1.02238
5 O -0.42275 1.41083 -0.90396
6 O -0.78263 -1.05219 -0.19963
7 S 0.20106 0.20686 -0.54845
8 H 1.30994 -1.37445 -1.12624
9 H 1.34314 1.04153 1.35235

Results
HOMO level = -10.530 eV
gap between HOMO and LUMO = 9.598 eV

Results of the natural (NBO) charge analysis, in e, for atoms 1 through 4: N -1.055; N 0.397; O -0.177; O -0.934

Entry b
Here is a molecular structure, H2N2O4S from the Open Molecules 2025 dataset. Energies are from wB97M-V/def2-TZVPD.

CARTESIAN COORDINATES (ANGSTROEM)
1 N 0.05333 -1.06016 -0.01719
2 N 1.70680 1.23299 0.46585
3 O 2.66477 1.87758 0.55454
4 O 0.52686 2.08054 -0.59424
5 O 2.33448 -1.49889 0.92637
6 O 2.15263 -0.41910 -1.40664
7 S 1.55032 -0.91259 -0.18240
8 H -0.27597 -1.31933 0.84708
9 H -0.11123 1.48376 -0.75462

Results
HOMO level (spin up / spin down) = -11.403 / -11.402 eV
gap between HOMO and LUMO (spin up / spin down) = 9.038 / 9.037 eV

Results of the natural (NBO) charge analysis, in e, for atoms 1 through 4: N -1.045; N 0.367; O -0.097; O -0.680

Least stable structure: entry b

Entry a
Here is a molecular structure, C29H30As2Cl2I2IrN3O from the Open Molecules 2025 dataset. Energies are from wB97M-V/def2-TZVPD.

CARTESIAN COORDINATES (ANGSTROEM)
1 Ir -0.24029 -0.13536 -0.66400
2 I 5.64438 -0.33047 5.41308
3 C 3.73708 -0.13368 4.66265
4 C 2.68538 0.43852 5.34972
5 C 1.40079 0.38553 4.80742
6 I -0.25436 1.26209 5.64135
7 C 1.12881 -0.33205 3.55631
8 O -0.00812 -0.71373 3.15198
9 C 2.32648 -0.66735 2.78684
10 C 2.04805 -1.34574 1.46916
11 N 2.04541 -0.45563 0.29514
12 C 2.80877 -0.80593 -0.88680
13 C 2.31364 -0.23004 -2.19456
14 C 3.10789 -0.16185 -3.33958
15 C 2.55300 0.31098 -4.57886
16 C 1.15172 0.50034 -4.61254
17 C 0.50384 0.60733 -3.38761
18 N 1.03697 0.22068 -2.21193
19 C 3.55509 -0.67236 3.39696
20 H 2.86146 0.98310 6.26641
21 H 1.12924 -1.86536 1.51304
22 H 2.92312 -2.00452 1.31545
23 H 2.21826 0.48132 0.59861
24 H 2.68274 -1.97577 -0.89739
25 H 3.94421 -0.64765 -0.80193
26 H 4.15615 -0.43384 -3.25161
27 H 3.16086 0.39106 -5.45411
28 H 0.62787 0.71685 -5.52005
29 H -0.54909 0.84108 -3.33641
30 H 4.33434 -1.25929 2.83848
31 C -3.23601 0.15749 -2.84225
32 As -2.58257 0.32678 -0.93398
33 C -3.83271 -0.93574 0.06909
34 C -3.09846 2.22848 -0.55060
35 C -4.23046 2.83196 -1.04546
36 C -4.52971 4.14703 -0.76212
37 C -3.73553 4.91674 0.09445
38 C -2.55060 4.29070 0.60062
39 C -2.16482 2.99487 0.20455
40 As -0.35035 2.20093 0.15266
41 C 0.05739 2.22825 2.09880
42 C 0.65964 3.60585 -0.74736
43 H -3.05341 1.13180 -3.36381
44 H -4.37030 0.10903 -2.82590
45 H -2.81426 -0.72225 -3.35009
46 H -3.58695 -0.96300 1.14023
47 H -3.82781 -1.99569 -0.30449
48 H -4.80640 -0.57184 -0.13263
49 H -4.89159 2.21235 -1.64509
50 H -5.38564 4.65924 -1.16055
51 H -3.90336 5.99875 0.29420
52 H -1.83306 4.78929 1.22422
53 H 0.13758 3.29210 2.42062
54 H 1.09249 1.85505 1.99150
55 H -0.60833 1.49779 2.67868
56 H 1.26701 4.11145 -0.00429
57 H -0.12900 4.33571 -1.03768
58 H 1.26702 3.26892 -1.57990
59 Cl -1.57828 -3.07476 1.97239
60 C -0.66113 -3.89592 0.75228
61 C -0.08370 -5.10920 1.07545
62 C 0.50474 -5.94031 0.09221
63 C 0.55702 -5.47441 -1.20515
64 C 0.08731 -4.21650 -1.50910
65 Cl 0.24801 -3.58720 -3.11707
66 C -0.39048 -3.25723 -0.50365
67 N -0.33754 -1.94149 -0.64314
68 H -0.25242 -5.47259 2.11039
69 H 0.91509 -6.87532 0.32474
70 H 0.99788 -6.12540 -1.95795

Results
spin multiplicity = 6
HOMO level (spin up / spin down) = -6.633 / -10.869 eV
gap between HOMO and LUMO (spin up / spin down) = 4.187 / 5.859 eV
expectation value of S² = 8.886
charge = +1

Results of the natural (NBO) charge analysis, in e, for atoms 1 through 4: Ir 0.711; I 0.270; C -0.138; C -0.294

Entry b
Here is a molecular structure, C29H30As2Cl2I2IrN3O from the Open Molecules 2025 dataset. Energies are from wB97M-V/def2-TZVPD.

CARTESIAN COORDINATES (ANGSTROEM)
1 Ir -0.14787 -0.30580 -0.20113
2 I -0.66871 -0.87166 7.22487
3 C -0.92554 -0.19864 5.17782
4 C -0.61704 1.10634 4.83801
5 C -0.69975 1.52554 3.50264
6 I -0.24119 3.50667 3.17253
7 C -1.11914 0.63982 2.47674
8 O -1.03589 0.95263 1.18784
9 C -1.60372 -0.64783 2.90861
10 C -2.32439 -1.40559 1.88310
11 N -1.86442 -1.31602 0.45514
12 C -1.97841 -2.59599 -0.27869
13 C -1.27117 -2.52284 -1.60894
14 C -1.70304 -3.14825 -2.77967
15 C -0.82105 -3.14556 -3.87655
16 C 0.51413 -2.71725 -3.70725
17 C 0.85603 -2.07124 -2.51211
18 N -0.10108 -1.82280 -1.58307
19 C -1.47658 -1.06252 4.24246
20 H -0.28514 1.81742 5.60628
21 H -3.41716 -1.13841 1.90888
22 H -2.28226 -2.47077 2.12301
23 H -2.53915 -0.71866 -0.02662
24 H -3.06706 -2.77217 -0.51574
25 H -1.56925 -3.36954 0.38037
26 H -2.69314 -3.64177 -2.84170
27 H -1.20688 -3.47588 -4.81051
28 H 1.21383 -2.80784 -4.50369
29 H 1.86924 -1.70542 -2.30359
30 H -1.77982 -2.09126 4.49994
31 C -1.60052 1.16908 -3.72416
32 As -1.60861 1.15782 -1.71739
33 C -3.58606 1.48022 -1.57450
34 C -0.80716 2.94374 -1.37722
35 C -1.55179 4.11708 -1.57145
36 C -0.99547 5.31890 -1.25518
37 C 0.25736 5.41429 -0.68295
38 C 1.03919 4.27464 -0.47175
39 C 0.47819 3.03965 -0.84240
40 As 1.46944 1.38927 -0.60837
41 C 2.49991 1.45637 -2.30977
42 C 2.68378 1.75836 0.94867
43 H -0.98080 2.01411 -4.04798
44 H -2.65465 1.36836 -4.04118
45 H -1.20035 0.24980 -4.18214
46 H -3.79465 2.49917 -1.95710
47 H -3.89205 1.41849 -0.49428
48 H -4.12880 0.73549 -2.17754
49 H -2.55700 4.07738 -1.99897
50 H -1.58880 6.21836 -1.40685
51 H 0.66472 6.40745 -0.39718
52 H 2.03110 4.35786 -0.08248
53 H 1.81194 1.95073 -2.99492
54 H 2.79367 0.51179 -2.70057
55 H 3.36020 2.10940 -2.14708
56 H 2.30656 2.70682 1.37713
57 H 3.75680 1.85390 0.67767
58 H 2.57010 0.99085 1.71038
59 Cl 0.23213 -3.85793 2.38354
60 C 1.77629 -3.18908 2.09318
61 C 2.81446 -3.80707 2.73599
62 C 4.10458 -3.43208 2.37165
63 C 4.33728 -2.49781 1.37222
64 C 3.29625 -1.91841 0.65819
65 Cl 3.89490 -1.33388 -0.84893
66 C 1.96306 -2.14574 1.13615
67 N 0.89520 -1.49689 0.77137
68 H 2.57021 -4.56909 3.47833
69 H 4.95800 -3.91730 2.85686
70 H 5.36700 -2.34882 1.00201

Results
spin multiplicity = 6
HOMO level (spin up / spin down) = -6.466 / -10.461 eV
gap between HOMO and LUMO (spin up / spin down) = 3.899 / 4.450 eV
expectation value of S² = 8.867
charge = +1

Results of the natural (NBO) charge analysis, in e, for atoms 1 through 4: Ir 0.729; I 0.239; C -0.033; C -0.305

Least stable structure: entry b